# 1
{
  "formula": "C24H52BCl30N2O4",
  "method": "the ωB97M-V functional and the def2-TZVPD basis",
  "symbols": ["C", "C", "O", "B", "O", "N", "C", "N", "C", "C", "C", "C", "O", "O", "C", "C", "H", "H", "H", "H", "H", "H", "H", "H", "H", "H", "H", "H", "H", "H", "H", "H", "H", "H", "H", "H", "H", "H", "C", "Cl", "Cl", "H", "H", "C", "Cl", "Cl", "H", "H", "C", "Cl", "Cl", "H", "H", "C", "Cl", "Cl", "H", "H", "C", "Cl", "Cl", "H", "H", "C", "Cl", "Cl", "H", "H", "C", "Cl", "Cl", "H", "H", "C", "Cl", "Cl", "H", "H", "C", "Cl", "Cl", "H", "H", "C", "Cl", "Cl", "H", "H", "C", "Cl", "Cl", "H", "H", "C", "Cl", "Cl", "H", "H", "C", "Cl", "Cl", "H", "H", "C", "Cl", "Cl", "H", "H", "C", "Cl", "Cl", "H", "H"],
  "positions_angstrom": [[1.8732, 0.2973, 1.3677], [1.1759, -0.3288, 0.1887], [1.0589, -1.8011, 0.3188], [-0.1151, -2.0739, 0.8763], [-0.4631, -1.6812, 2.1270], [-1.1629, -2.8621, 0.0595], [-0.8153, -4.3692, -0.0533], [-1.7414, -5.2029, 0.6534], [-1.3951, -2.1874, -1.2746], [-2.5951, -1.2672, -1.1596], [-2.6482, -0.2556, -2.2922], [-3.7384, 0.7949, -2.0881], [-3.4362, 1.9708, -2.1643], [-5.0349, 0.4458, -1.8205], [-5.2463, 0.2489, -0.3907], [-6.5850, 0.8042, 0.0361], [2.0676, -0.4638, 2.1104], [1.2604, 1.0577, 1.8268], [2.8069, 0.7402, 1.0773], [1.6585, -0.0987, -0.7469], [0.1561, 0.0432, 0.1864], [-1.4126, -1.5424, 2.2162], [-2.0567, -2.8258, 0.5409], [-0.7867, -4.6639, -1.0885], [0.1374, -4.5003, 0.4388], [-1.7671, -4.9149, 1.6252], [-2.6759, -5.1249, 0.2682], [-1.5778, -2.9330, -2.0332], [-0.5323, -1.5950, -1.5437], [-3.5053, -1.8622, -1.1655], [-2.5908, -0.7247, -0.2146], [-1.7321, 0.3201, -2.2670], [-2.6469, -0.7616, -3.2498], [-4.4187, 0.7035, 0.1421], [-5.2192, -0.8195, -0.2027], [-7.2286, 1.0182, -0.8028], [-6.4431, 1.6744, 0.6607], [-7.0705, 0.0757, 0.6758], [6.5498, 1.0338, -0.6593], [6.2545, 0.8850, 1.0748], [5.3785, 2.1048, -1.4530], [7.5396, 1.4488, -0.8045], [6.4801, 0.0526, -1.1122], [3.9630, 4.9573, 0.6086], [4.7599, 6.2363, 1.5314], [2.4482, 4.4383, 1.3747], [3.7356, 5.3335, -0.3763], [4.6311, 4.1077, 0.5407], [-4.8973, -2.1530, -5.1121], [-3.7835, -3.2054, -4.2297], [-6.3826, -2.9705, -5.5656], [-5.1417, -1.3339, -4.4576], [-4.4008, -1.7933, -6.0055], [6.4924, 6.8015, -2.2597], [7.2289, 7.5233, -0.8261], [5.9662, 5.1403, -1.9531], [5.6310, 7.3948, -2.5440], [7.2229, 6.7896, -3.0590], [-1.4289, 3.5254, -0.3718], [-1.2288, 1.8890, 0.3081], [-0.6865, 4.7702, 0.6271], [-0.9736, 3.5478, -1.3543], [-2.4931, 3.7126, -0.4436], [-1.1643, -7.5738, -2.3724], [0.2201, -6.5079, -2.6665], [-2.6736, -6.6629, -2.1675], [-1.2764, -8.2395, -3.2166], [-0.9610, -8.1318, -1.4653], [-1.6414, -11.9705, -2.5743], [-0.2990, -10.8856, -2.9640], [-3.1532, -11.0735, -2.3806], [-1.7571, -12.6854, -3.3792], [-1.4163, -12.4765, -1.6426], [-8.2421, 0.7726, -5.8879], [-8.5341, -0.3432, -7.2209], [-6.8174, 0.3206, -4.9299], [-8.0771, 1.7625, -6.2944], [-9.1055, 0.7695, -5.2345], [8.4861, 6.8353, 2.3767], [8.8732, 5.2167, 2.9680], [9.1558, 8.0967, 3.4217], [8.9036, 6.9494, 1.3849], [7.4094, 6.9441, 2.3467], [7.4071, 11.6651, 4.3803], [5.7544, 11.9814, 3.8417], [7.5584, 11.7768, 6.1388], [7.6867, 10.6653, 4.0726], [8.0659, 12.3964, 3.9286], [-0.1104, -9.4303, 1.0833], [-0.5442, -11.1215, 1.3457], [0.8456, -9.2353, -0.3912], [-1.0228, -8.8515, 0.9867], [0.4704, -9.0789, 1.9271], [7.4113, 13.3825, 9.6959], [6.1929, 14.6282, 9.9887], [7.2656, 12.0350, 10.8309], [7.2787, 13.0012, 8.6915], [8.3931, 13.8252, 9.8091], [-0.5750, -15.0502, 1.7481], [-1.6235, -15.4423, 0.3776], [-1.3603, -15.3737, 3.2951], [0.3237, -15.6505, 1.6802], [-0.3277, -13.9976, 1.6977], [2.0278, 5.2661, -3.1893], [2.4382, 3.6456, -2.5845], [2.6786, 6.5499, -2.1642], [2.4397, 5.3727, -4.1851], [0.9496, 5.3639, -3.2139], [-9.3177, 0.6506, 3.4637], [-9.1232, 2.2662, 2.7800], [-8.2443, -0.5247, 2.6838], [-9.0781, 0.6870, 4.5189], [-10.3411, 0.3296, 3.3161]],
  "forces_ev_per_a": [[0.170, -0.237, 0.107], [-0.260, -0.086, 0.793], [0.255, 0.085, -0.708], [0.097, -0.071, 0.644], [-0.423, 0.190, -0.456], [0.058, 0.049, -0.914], [-0.286, -0.610, 1.049], [-0.017, 0.918, 0.024], [-0.456, 0.514, 0.150], [-0.476, -0.189, -0.113], [0.062, 0.176, 0.572], [0.266, 1.833, -0.579], [-0.386, -1.310, 0.058], [0.893, -0.434, 0.112], [-0.294, -0.252, -0.439], [0.320, -0.251, 0.533], [0.119, -0.141, 0.232], [-0.166, 0.274, 0.102], [0.502, 0.224, -0.061], [0.056, -0.277, -0.377], [0.049, 0.063, -0.496], [-0.005, -0.107, 0.547], [-0.124, -0.201, 0.054], [0.164, 0.236, -0.321], [0.494, 0.046, -0.285], [-0.071, -0.385, 0.186], [-0.050, -0.350, -0.083], [0.081, -0.310, -0.172], [0.448, -0.191, 0.009], [-0.176, -0.181, 0.015], [0.222, 0.098, 0.220], [0.245, 0.218, -0.045], [-0.548, -0.050, -0.295], [0.106, 0.245, 0.198], [0.051, -0.260, -0.028], [-0.072, 0.113, -0.266], [-0.149, 0.474, -0.107], [-0.111, 0.032, -0.221], [0.109, 0.016, -0.033], [-0.055, 0.011, -0.019], [-0.070, -0.310, 0.050], [-0.014, 0.075, 0.023], [-0.082, -0.006, 0.010], [0.042, -0.184, 0.188], [-0.063, 0.021, 0.011], [0.263, -0.045, -0.051], [-0.054, 0.001, 0.113], [-0.003, -0.032, 0.129], [-0.093, 0.078, -0.150], [0.263, -0.306, 0.140], [0.083, -0.169, 0.001], [-0.019, 0.047, 0.136], [0.024, -0.083, -0.025], [-0.031, 0.052, -0.043], [0.038, 0.109, -0.107], [0.239, 0.143, -0.207], [-0.056, -0.024, 0.083], [0.062, -0.049, 0.041], [-0.238, 0.365, -0.095], [-0.138, 0.261, 0.092], [-0.223, -0.152, -0.070], [0.061, -0.155, 0.037], [0.005, -0.048, 0.003], [-0.079, 0.028, 0.098], [0.006, -0.028, -0.077], [-0.068, 0.049, -0.117], [-0.046, 0.034, -0.077], [-0.153, 0.136, -0.166], [-0.023, -0.048, 0.067], [0.012, -0.250, -0.273], [-0.014, -0.005, 0.026], [-0.023, 0.060, -0.064], [0.005, 0.062, 0.042], [-0.079, 0.042, -0.064], [0.000, 0.018, 0.012], [-0.260, 0.448, 0.039], [0.080, -0.007, -0.017], [0.020, -0.077, 0.044], [-0.045, -0.009, -0.031], [-0.033, -0.018, -0.037], [-0.001, 0.052, 0.000], [0.106, -0.013, 0.027], [-0.017, -0.021, 0.072], [0.024, -0.003, -0.079], [0.014, -0.009, -0.046], [0.068, -0.049, 0.005], [-0.052, -0.065, 0.058], [-0.037, 0.080, 0.048], [-0.027, 0.021, -0.011], [-0.088, -0.010, 0.053], [0.378, 0.102, 0.455], [-0.026, -0.041, -0.051], [0.072, -0.083, 0.001], [0.019, -0.004, -0.027], [0.014, 0.026, -0.030], [0.036, -0.024, -0.015], [-0.072, -0.002, 0.003], [-0.005, 0.019, 0.070], [0.047, 0.014, 0.018], [0.026, 0.040, -0.054], [0.031, 0.024, 0.004], [-0.042, -0.085, -0.005], [-0.038, 0.038, 0.018], [0.010, -0.036, -0.042], [-0.091, 0.113, -0.011], [-0.187, 0.153, -0.193], [0.093, -0.020, 0.025], [-0.014, -0.026, 0.085], [-0.056, 0.060, 0.044], [-0.012, -0.001, 0.014], [-0.194, -0.195, 0.355], [0.079, 0.009, -0.007], [0.004, -0.013, -0.083]],
  "mol_weight_g_mol": 1507.09,
  "max_force_ev_per_a": 1.9,
  "lumo_energy_ev": -2.88,
  "gap_ha": 0.319,
  "charge": 1
}

***

# 2
{
  "formula": "C18H27Cl2CoO8",
  "method": "the ωB97M-V functional and the def2-TZVPD basis",
  "symbols": ["Co", "C", "C", "O", "C", "C", "O", "C", "C", "O", "C", "C", "O", "C", "C", "O", "H", "H", "H", "H", "H", "H", "H", "H", "H", "H", "H", "H", "H", "H", "H", "H", "H", "H", "H", "H", "Cl", "C", "Cl", "H", "H", "O", "C", "C", "C", "C", "C", "C", "C", "O", "O", "H", "H", "H", "H", "H"],
  "positions_angstrom": [[-0.8698, 0.4749, -0.1688], [-1.3982, 0.1172, -3.1709], [0.0498, 0.5708, -3.0109], [0.0966, 1.3482, -1.8040], [1.2046, 2.2143, -1.5778], [1.6727, 1.9844, -0.1455], [0.5705, 1.8111, 0.7563], [-0.0741, 2.9825, 1.2463], [-1.2502, 3.3579, 0.3597], [-1.9170, 2.1289, 0.0407], [-3.3309, 1.9628, 0.2490], [-3.4766, 0.7409, 1.1461], [-2.7498, -0.3513, 0.5813], [-3.4726, -1.1137, -0.4042], [-2.5460, -1.3878, -1.5716], [-1.9848, -0.1116, -1.8770], [-1.4221, -0.7957, -3.7659], [-2.0113, 0.8780, -3.6542], [0.3702, 1.1764, -3.8598], [0.6954, -0.2935, -2.8887], [0.8856, 3.2454, -1.7477], [2.0191, 1.9874, -2.2677], [2.2968, 2.8112, 0.1979], [2.2465, 1.0613, -0.0699], [0.6311, 3.8095, 1.3476], [-0.4350, 2.7133, 2.2394], [-0.9592, 3.8361, -0.5755], [-1.9287, 4.0199, 0.8972], [-3.7961, 1.8197, -0.7263], [-3.7431, 2.8542, 0.7199], [-4.5210, 0.4697, 1.3060], [-3.0156, 0.9352, 2.1147], [-4.3280, -0.5315, -0.7534], [-3.8301, -2.0362, 0.0531], [-3.1070, -1.7846, -2.4189], [-1.7448, -2.0823, -1.3070], [1.0093, -3.0670, 4.0557], [-0.3739, -2.8364, 2.9981], [-1.2574, -1.3269, 3.3433], [-1.0689, -3.6511, 3.1565], [-0.0413, -2.7806, 1.9682], [1.9426, -0.4981, 2.1553], [2.8022, -1.2474, 1.4337], [4.0646, -1.4735, 1.9856], [4.9987, -2.2198, 1.3007], [4.7045, -2.7567, 0.0466], [3.4645, -2.5294, -0.5040], [2.4924, -1.7776, 0.1693], [1.1956, -1.5534, -0.5247], [1.0129, -1.9213, -1.6761], [0.2406, -0.9872, 0.1853], [1.0981, -0.4739, 1.6660], [4.2770, -1.0559, 2.9608], [5.9702, -2.3897, 1.7471], [5.4392, -3.3468, -0.4832], [3.2020, -2.9301, -1.4738]],
  "forces_ev_per_a": [[0.056, 0.196, -0.245], [0.029, -0.026, 0.028], [-0.053, -0.101, 0.084], [0.043, 0.264, 0.004], [0.108, -0.152, 0.033], [0.088, 0.017, 0.017], [0.010, -0.046, 0.014], [-0.052, 0.056, 0.080], [0.008, -0.095, 0.047], [-0.336, -0.057, -0.222], [0.081, -0.161, 0.217], [-0.010, 0.088, -0.054], [0.091, -0.056, 0.095], [0.023, 0.034, -0.108], [0.066, -0.153, 0.105], [0.097, 0.025, -0.085], [-0.019, -0.001, 0.004], [0.033, 0.031, -0.013], [-0.119, 0.036, -0.019], [0.105, -0.001, -0.056], [-0.009, -0.014, -0.027], [0.034, 0.006, 0.024], [0.028, -0.014, -0.006], [-0.028, 0.001, -0.012], [0.026, -0.010, -0.049], [-0.002, 0.023, 0.011], [0.051, -0.014, 0.014], [-0.022, 0.015, -0.013], [-0.006, -0.011, -0.001], [-0.024, 0.000, 0.023], [-0.027, 0.027, -0.041], [-0.010, -0.018, 0.020], [-0.012, 0.000, 0.020], [0.022, -0.025, -0.002], [-0.050, 0.028, 0.005], [0.006, 0.006, -0.025], [-0.004, -0.006, 0.006], [-0.052, 0.010, -0.012], [0.045, 0.053, 0.063], [0.000, -0.027, -0.019], [0.049, 0.001, 0.003], [-0.030, 0.075, -0.035], [0.048, -0.064, -0.073], [-0.088, 0.027, 0.029], [0.019, -0.007, -0.014], [0.016, -0.011, 0.022], [-0.038, -0.015, -0.014], [0.014, 0.080, 0.055], [-0.200, -0.479, -0.351], [0.001, 0.143, 0.018], [-0.034, 0.372, 0.404], [0.025, -0.053, 0.056], [-0.001, -0.006, -0.005], [-0.005, -0.005, -0.006], [-0.001, 0.006, 0.002], [0.008, 0.006, 0.002]],
  "mol_weight_g_mol": 501.24,
  "e_above_lowest_kcal_mol": 0.00,
  "multiplicity": 2,
  "max_force_ev_per_a": 0.6,
  "lumo_energy_ev": [-3.19, -2.36],
  "gap_ha": [0.273, 0.304],
  "charge": 1
}